# 1
{
  "formula": "C41H50CeN5O3P2S",
  "method": "ωB97M-V with the def2-TZVPD basis set",
  "symbols": ["Ce", "S", "P", "P", "O", "O", "O", "N", "N", "N", "N", "N", "C", "C", "C", "C", "C", "C", "C", "C", "C", "C", "C", "C", "C", "C", "C", "C", "C", "C", "C", "C", "C", "C", "C", "C", "C", "C", "C", "C", "C", "C", "C", "C", "C", "C", "C", "C", "C", "C", "C", "C", "C", "H", "H", "H", "H", "H", "H", "H", "H", "H", "H", "H", "H", "H", "H", "H", "H", "H", "H", "H", "H", "H", "H", "H", "H", "H", "H", "H", "H", "H", "H", "H", "H", "H", "H", "H", "H", "H", "H", "H", "H", "H", "H", "H", "H", "H", "H", "H", "H", "H", "H"],
  "coordinates": [[-0.458, 0.804, -0.840], [-0.987, 0.769, 1.874], [2.381, 0.645, -1.767], [-0.432, 0.597, -3.794], [-4.955, -0.309, -0.824], [-0.906, 5.345, -0.035], [0.351, -1.038, -0.116], [-0.103, 3.377, -0.754], [0.296, -1.705, 2.106], [-2.750, -0.356, -1.226], [-2.567, 2.267, -0.491], [-0.775, -0.894, 3.913], [2.807, -5.354, -0.200], [-1.616, -5.082, 0.452], [2.147, -0.362, -3.286], [4.374, 3.039, 1.670], [-1.040, 2.049, -4.698], [-3.739, 1.663, -0.296], [1.063, -1.971, 5.216], [3.426, 4.513, 0.019], [-4.812, 2.275, 0.328], [2.214, 3.828, 0.090], [-3.440, 4.229, 0.562], [1.385, -3.082, 0.505], [-1.280, -0.802, -4.578], [4.497, 4.123, 0.805], [1.459, -3.474, -0.832], [3.168, 2.362, 1.755], [2.023, -3.836, 1.489], [-1.086, 4.083, -0.311], [1.077, 4.285, -0.790], [3.487, -0.361, -0.744], [-4.653, 3.583, 0.768], [3.453, 1.992, -2.342], [-2.103, -3.953, -1.613], [-3.217, -1.712, -1.647], [0.488, 5.652, -0.364], [-2.042, -3.964, 1.161], [-0.678, 1.190, 5.298], [-2.433, 3.525, -0.073], [-2.540, -2.837, -0.908], [2.739, -4.966, 1.132], [-0.442, -0.716, 2.657], [-0.334, -2.113, 4.643], [1.317, 0.404, -4.313], [0.619, -1.885, 0.879], [2.091, 2.764, 0.970], [-1.544, 0.099, 4.695], [-3.786, 0.276, -0.799], [2.164, -4.613, -1.183], [-2.505, -2.847, 0.485], [-4.740, -1.648, -1.382], [-1.643, -5.075, -0.933], [-1.325, -5.948, -1.487], [-1.072, -2.271, 5.427], [-2.868, -1.990, 1.045], [0.466, 6.397, -1.155], [0.948, 6.058, 0.533], [1.790, -1.779, 4.427], [1.128, -1.172, 5.952], [3.544, 5.350, -0.662], [1.133, 2.270, 1.104], [0.926, -2.910, -1.586], [1.957, -3.527, 2.522], [-3.024, -1.823, -2.712], [1.429, 4.341, -1.822], [2.209, -4.934, -2.215], [1.325, -0.094, -5.286], [3.674, 0.132, 0.209], [-2.058, -0.462, 5.473], [2.915, 2.755, -2.902], [3.055, 1.538, 2.448], [-0.388, -2.950, 3.954], [5.212, 2.740, 2.285], [-5.071, -2.360, -0.631], [0.035, 0.791, 6.016], [4.231, 1.566, -2.979], [-5.467, 4.095, 1.263], [-5.740, 1.738, 0.459], [3.361, -6.242, -0.472], [3.056, -1.345, -0.567], [3.132, -0.610, -3.690], [-2.163, -3.967, -2.696], [-0.565, 2.960, -4.336], [-0.132, 1.740, 4.533], [-1.040, -0.794, -5.643], [-2.119, 2.148, -4.585], [-1.271, -5.960, 0.981], [-0.959, -1.751, -4.147], [1.678, -1.312, -3.011], [-5.355, -1.724, -2.274], [3.245, -5.547, 1.891], [-0.809, 1.929, -5.759], [4.436, -0.476, -1.272], [-1.321, 1.893, 5.827], [-2.030, -3.977, 2.243], [-3.276, 5.249, 0.879], [-2.359, -0.704, -4.466], [3.921, 2.466, -1.480], [1.725, 1.404, -4.480], [1.336, -2.900, 5.716], [-2.308, 0.518, 4.046], [5.431, 4.664, 0.748]],
  "mulliken_charge": [-0.411, -0.669, 1.470, 1.322, -0.464, -0.427, 0.286, 0.598, 0.085, 0.572, 0.306, 0.217, -0.744, -0.647, -0.656, -0.530, -1.494, 0.284, -1.176, -0.324, -0.949, -0.393, -0.917, 0.625, -1.425, -0.804, 0.604, -1.015, -0.685, 0.077, -0.437, -0.921, -0.656, -1.489, -0.314, -0.355, -0.510, -0.854, -0.879, 0.384, 0.280, -0.748, 0.642, -0.277, -1.268, -0.859, 0.831, -0.829, 0.156, -1.353, -0.004, -0.608, -0.984, 0.496, 0.481, 0.550, 0.354, 0.386, 0.213, 0.341, 0.465, 0.357, 0.524, 0.425, 0.360, 0.464, 0.501, 0.681, 0.178, 0.457, 0.348, 0.584, 0.132, 0.473, 0.377, 0.306, 0.608, 0.516, 0.643, 0.454, 0.056, 0.762, 0.497, 0.406, 0.206, 0.602, 0.451, 0.507, 0.299, 0.004, 0.381, 0.491, 0.491, 0.589, 0.400, 0.422, 0.644, 0.400, 0.320, 0.461, 0.404, 0.430, 0.439],
  "homo_energy_ev": [-15.91, -15.91],
  "charge": 3
}

***

# 2
{
  "formula": "C27H29F5N5O",
  "method": "ωB97M-V with the def2-TZVPD basis set",
  "symbols": ["F", "F", "F", "F", "F", "O", "N", "N", "N", "N", "N", "C", "C", "C", "C", "C", "C", "C", "C", "C", "C", "C", "C", "C", "C", "C", "C", "C", "C", "C", "C", "C", "C", "C", "C", "C", "C", "C", "H", "H", "H", "H", "H", "H", "H", "H", "H", "H", "H", "H", "H", "H", "H", "H", "H", "H", "H", "H", "H", "H", "H", "H", "H", "H", "H", "H", "H"],
  "coordinates": [[6.781, 0.442, 2.769], [2.382, 2.083, 3.411], [3.094, -1.966, 1.026], [5.078, 2.374, 3.711], [5.778, -1.740, 1.439], [2.211, -2.416, 3.991], [-4.027, 5.160, -1.386], [-5.627, 4.781, 0.082], [-3.423, 3.628, 0.176], [-0.884, -0.965, 3.165], [0.071, -3.000, 3.340], [-4.348, 4.458, -0.252], [-5.173, 5.774, -1.997], [-4.050, 0.889, 2.637], [3.570, -0.886, 1.695], [-2.162, -2.784, 4.338], [-1.753, 0.049, 2.996], [-7.415, -0.822, 2.352], [-5.468, 0.673, 2.521], [3.214, 1.146, 2.878], [-1.841, -2.860, 1.822], [-3.122, -0.128, 2.829], [4.944, -0.783, 1.894], [-2.824, 4.626, -1.972], [-2.315, 3.739, -0.824], [5.454, 0.318, 2.584], [-6.039, -0.639, 2.488], [2.669, 0.056, 2.197], [-8.272, 0.282, 2.257], [-1.245, -2.400, 3.163], [0.255, -4.429, 3.456], [-7.739, 1.581, 2.303], [0.555, -0.718, 3.290], [1.188, -0.111, 2.040], [1.091, -2.123, 3.584], [-6.242, 5.643, -0.903], [4.586, 1.299, 3.063], [-6.366, 1.777, 2.437], [-2.380, -3.859, 4.302], [-7.820, -1.836, 2.322], [-5.947, 2.786, 2.496], [-1.428, 4.205, -0.375], [0.717, 0.865, 1.873], [-3.680, 1.916, 2.565], [-2.758, -2.320, 1.577], [0.979, -0.765, 1.180], [-0.298, -4.816, 4.321], [-6.449, 6.623, -0.465], [-3.491, -1.151, 2.844], [-2.078, -3.931, 1.874], [-1.658, -2.551, 5.286], [-4.960, 6.820, -2.240], [-2.137, 5.426, -2.259], [-5.463, 5.244, -2.917], [-0.123, -4.929, 2.555], [-7.172, 5.230, -1.302], [-3.055, 4.017, -2.860], [-9.346, 0.131, 2.151], [-8.407, 2.443, 2.241], [0.756, -0.065, 4.158], [-6.080, 4.420, 0.911], [-1.112, -2.686, 1.019], [-1.325, 1.057, 3.009], [-2.037, 2.747, -1.199], [-5.389, -1.516, 2.564], [1.320, -4.652, 3.573], [-3.110, -2.243, 4.310]],
  "mulliken_charge": [-0.275, -0.339, -0.368, -0.275, -0.275, -0.677, 0.079, -0.019, -0.406, 0.547, 0.308, 0.051, -0.505, -0.587, 0.270, -1.533, 0.396, -0.728, 0.634, 0.236, -1.486, 0.583, 0.236, -0.537, -0.454, 0.671, -0.308, 0.021, -0.368, -0.013, -0.963, -0.713, 0.019, -0.996, 0.178, -0.528, 0.087, -0.092, 0.469, 0.391, 0.486, 0.255, 0.607, 0.168, 0.413, 0.423, 0.321, 0.298, -0.825, 0.493, 0.375, 0.286, 0.291, 0.260, 0.317, 0.327, 0.264, 0.394, 0.375, 0.432, 0.096, 0.324, 0.546, 0.285, 0.294, 0.381, 0.382],
  "homo_energy_ev": -10.19,
  "charge": 1
}

***

# 3
{
  "formula": "C5H8N3O5",
  "method": "ωB97M-V with the def2-TZVPD basis set",
  "symbols": ["O", "O", "O", "O", "O", "N", "N", "N", "C", "C", "C", "C", "C", "H", "H", "H", "H", "H", "H", "H", "H"],
  "coordinates": [[-3.829, -2.366, 0.838], [-4.388, -0.531, -0.641], [2.373, 2.766, -1.697], [2.681, 0.934, -0.668], [4.473, 1.879, -1.541], [-0.773, -1.147, -0.612], [1.645, -1.259, 0.445], [0.042, 0.843, 0.348], [-1.493, 0.858, 0.501], [-3.385, -1.247, 0.200], [0.487, -0.608, 0.096], [-1.839, -0.750, 0.431], [3.237, 1.925, -1.351], [0.441, 1.098, 1.296], [-1.896, 1.490, -0.401], [1.696, -1.739, 1.393], [1.796, 1.341, -0.754], [2.503, -1.361, -0.155], [-1.652, 1.236, 1.599], [-1.318, -1.176, 1.417], [-0.800, -2.188, -0.744]],
  "mulliken_charge": [-0.629, -0.673, -0.759, -0.433, -0.761, -0.399, -0.331, -0.296, -0.476, 0.155, 0.290, 0.351, 0.581, 0.282, 0.306, 0.243, 0.445, 0.273, 0.275, 0.222, 0.333],
  "homo_energy_ev": -4.95,
  "charge": -1
}

***

The lowest charge belongs to which entry?
C5H8N3O5